No. 1
Below is an isolated molecule of C4H12N2O, with properties calculated with ωB97M-V/def2-TZVPD.

SMILES string: NCC[C@H](N)CO
E_HOMO: -0.3494 hartree
orbital gap: 10.35 eV
lowest unoccupied orbital energy: 0.8 eV
energy relative to the best compared isomer or geometry (same formula, charge and spin): 25.06 kcal per mole

Geometry as ORCA input:
```
! RIJCOSX wB97M-V def2-TZVPD def2/J DEFGRID3
* xyz 0 1
N -2.397 0.113 -0.812
C -1.765 0.840 0.279
C -0.246 1.004 0.161
C 0.567 -0.248 -0.198
N 0.287 -1.415 0.659
C 2.078 0.054 -0.118
O 2.814 -1.086 -0.555
H -2.316 -0.891 -0.669
H -1.935 0.315 -1.698
H -2.211 1.841 0.321
H -2.017 0.355 1.228
H -0.041 1.769 -0.601
H 0.120 1.419 1.110
H 0.340 -0.549 -1.228
H 0.350 -1.142 1.641
H -0.677 -1.714 0.520
H 2.385 0.282 0.910
H 2.350 0.903 -0.753
H 2.314 -1.851 -0.200
*
```


No. 2
Below is an isolated molecule of C6H14, with properties calculated with ωB97M-V/def2-TZVPD.

SMILES string: CCCC(C)C
E_HOMO: -0.3959 hartree
orbital gap: 11.91 eV
lowest unoccupied orbital energy: 1.1 eV
energy relative to the best compared isomer or geometry (same formula, charge and spin): 17.16 kcal per mole

Geometry as ORCA input:
```
! RIJCOSX wB97M-V def2-TZVPD def2/J DEFGRID3
* xyz 0 1
C -1.765 -1.385 -0.549
C -1.146 -0.239 -1.370
C 0.265 0.048 -0.856
C 0.630 0.127 0.640
C 2.162 0.244 0.635
C -0.116 1.220 1.334
H -2.183 -1.066 0.402
H -2.601 -1.889 -1.057
H -1.088 -2.231 -0.385
H -1.713 0.674 -1.171
H -1.112 -0.627 -2.386
H 0.574 1.034 -1.288
H 0.987 -0.531 -1.457
H 0.488 -0.808 1.206
H 2.561 0.087 1.631
H 2.513 1.241 0.345
H 2.616 -0.553 0.055
H -1.186 1.032 1.492
H 0.196 1.279 2.389
H -0.089 2.192 0.826
*
```


No. 3
Below is C21H23N5O2Ti as an isolated structure, with properties calculated with ωB97M-V/def2-TZVPD.

E_HOMO (alpha / beta): -0.3004 / -0.4075 hartree
orbital gap (alpha / beta): 5.51 / 8.35 eV
lowest unoccupied orbital energy (alpha / beta): -2.7 / -2.7 eV

Geometry as ORCA input:
```
! RIJCOSX wB97M-V def2-TZVPD def2/J DEFGRID3
* xyz 1 4
Ti -16.163 -0.151 1.442
N -18.196 1.225 1.145
C -18.810 1.750 2.220
C -20.122 2.159 2.183
C -20.865 2.006 1.023
C -20.271 1.385 -0.068
C -18.926 1.079 0.041
H -18.186 1.987 3.072
H -20.589 2.573 3.066
H -21.925 2.221 0.983
H -20.785 1.337 -1.016
H -18.400 0.701 -0.832
N -16.216 -2.319 0.744
C -15.232 -3.105 1.232
C -14.999 -4.393 0.804
C -15.862 -4.939 -0.137
C -16.937 -4.188 -0.585
C -17.075 -2.907 -0.093
H -14.473 -2.596 1.820
H -14.151 -4.960 1.155
H -15.624 -5.925 -0.516
H -17.635 -4.583 -1.309
H -17.943 -2.351 -0.439
N -15.678 0.660 -0.781
C -15.231 -0.198 -1.698
C -15.105 0.118 -3.029
C -15.355 1.439 -3.420
C -15.818 2.333 -2.477
C -15.925 1.912 -1.160
H -15.000 -1.197 -1.346
H -14.865 -0.622 -3.779
H -15.169 1.691 -4.456
H -15.961 3.373 -2.737
H -16.389 2.575 -0.438
N -15.296 1.947 2.384
C -15.480 1.909 3.697
C -14.967 2.876 4.556
C -14.222 3.891 3.993
C -14.030 3.938 2.616
C -14.628 2.962 1.844
H -16.043 1.086 4.131
H -15.149 2.761 5.615
H -13.756 4.648 4.612
H -13.465 4.765 2.214
H -14.401 2.879 0.789
C -11.982 0.220 0.325
N -12.792 -0.746 1.020
O -12.305 -1.903 1.235
O -13.982 -0.387 1.480
H -12.606 1.010 -0.108
H -11.474 -0.266 -0.502
H -11.320 0.762 1.008
*
```


No. 4
Below is C24H41FINO10S as an isolated structure, with properties calculated with ωB97M-V/def2-TZVPD.

E_HOMO: -0.3123 hartree
orbital gap: 7.14 eV
lowest unoccupied orbital energy: -1.4 eV

Geometry as ORCA input:
```
! RIJCOSX wB97M-V def2-TZVPD def2/J DEFGRID3
* xyz 0 1
O 1.117 -0.730 -0.139
S 0.954 0.582 -0.871
O 2.249 0.946 -1.535
F -0.229 0.327 -2.040
N 0.346 1.758 0.221
I 1.029 1.489 2.145
C 0.532 3.163 -0.272
C -0.846 3.614 -1.022
C -2.123 2.759 -0.507
C -2.554 2.708 0.996
C -3.755 1.843 1.460
C -4.507 1.040 0.345
C -4.108 1.092 -1.150
C -2.904 1.963 -1.606
H 1.465 3.331 -0.906
H 0.580 3.827 0.671
H -1.084 4.721 -0.792
H -0.725 3.520 -2.159
H -1.902 3.319 1.721
H -4.066 1.775 2.566
H -5.392 0.392 0.653
H -4.662 0.487 -1.950
H -2.575 2.036 -2.705
O 6.030 3.270 -0.876
C 6.160 2.206 -1.441
O 7.266 1.960 -2.170
C 7.611 0.673 -2.702
C 6.952 0.447 -4.048
C 5.061 1.183 -1.418
H 7.390 -0.121 -1.987
H 8.696 0.679 -2.832
H 5.863 0.447 -3.967
H 7.267 -0.508 -4.474
H 7.218 1.247 -4.743
H 4.351 1.403 -2.216
H 4.550 1.245 -0.457
H 5.413 0.157 -1.510
O -2.570 -0.065 5.530
C -2.150 -1.156 5.207
O -1.145 -1.250 4.314
C -0.433 -2.460 4.012
C -1.146 -3.257 2.941
C -2.796 -2.412 5.723
H -0.246 -3.042 4.917
H 0.546 -2.151 3.635
H -2.135 -3.576 3.270
H -0.568 -4.145 2.674
H -1.290 -2.648 2.044
H -3.645 -2.666 5.088
H -3.151 -2.224 6.738
H -2.121 -3.259 5.789
O -0.052 7.600 -4.502
C 0.779 6.755 -4.747
O 0.398 5.543 -5.193
C 1.301 4.551 -5.704
C 1.869 3.705 -4.583
C 2.235 7.005 -4.471
H 2.077 5.005 -6.323
H 0.710 3.915 -6.368
H 2.458 4.305 -3.886
H 2.508 2.915 -4.983
H 1.063 3.247 -4.004
H 2.448 6.766 -3.428
H 2.444 8.062 -4.647
H 2.907 6.449 -5.122
O -3.322 -4.906 4.707
C -3.642 -6.001 4.296
O -2.998 -6.541 3.247
C -3.155 -7.902 2.815
C -4.331 -8.039 1.869
C -4.816 -6.730 4.884
H -3.220 -8.580 3.667
H -2.236 -8.160 2.284
H -5.272 -7.776 2.356
H -4.408 -9.063 1.497
H -4.216 -7.363 1.017
H -5.730 -6.392 4.393
H -4.873 -6.495 5.948
H -4.740 -7.813 4.815
*
```


No. 5
Below is C4H12Cl2N3O7Sn as an isolated structure, with properties calculated with ωB97M-V/def2-TZVPD.

E_HOMO: -0.4919 hartree
orbital gap: 6.85 eV
lowest unoccupied orbital energy: -6.5 eV
energy relative to the best compared isomer or geometry (same formula, charge and spin): 0.00 kcal per mole

Geometry as ORCA input:
```
! RIJCOSX wB97M-V def2-TZVPD def2/J DEFGRID3
* xyz 1 1
Sn -1.701 -1.297 -2.585
O 0.007 0.132 -1.173
H 0.207 -0.068 -0.254
C 1.788 -3.066 0.376
N 0.644 -3.879 -0.118
O 0.484 -4.945 0.406
O -0.121 -3.413 -0.955
H 1.530 -2.742 1.380
H 1.854 -2.209 -0.287
H 2.645 -3.727 0.313
C -1.093 0.222 1.965
N -1.563 -1.124 1.561
O -1.105 -2.060 2.167
O -2.361 -1.208 0.645
H -1.309 0.916 1.162
H -0.036 0.161 2.207
H -1.609 0.454 2.896
C -1.041 3.138 -1.505
N -2.399 2.756 -1.992
O -2.567 1.560 -2.247
O -3.298 3.543 -1.944
H -0.962 4.202 -1.306
H -0.303 2.843 -2.243
H -0.952 2.571 -0.585
C 2.470 1.430 0.468
Cl 3.649 2.766 0.612
Cl 3.298 0.091 -0.330
H 2.205 1.148 1.481
H 1.638 1.804 -0.115
*
```


No. 6
Below is an isolated ion of composition C24H23F5N3O and charge +1, with properties calculated with ωB97M-V/def2-TZVPD.

SMILES string: Cn1cc[n+](-c2c(F)c(F)c(F)c(F)c2F)c1/C([O-])=C/[C@H](c1ccccc1)[N+]1(C)CCCC1
E_HOMO: -0.3832 hartree
orbital gap: 7.58 eV
lowest unoccupied orbital energy: -2.9 eV
energy relative to the best compared isomer or geometry (same formula, charge and spin): 9.29 kcal per mole

Geometry as ORCA input:
```
! RIJCOSX wB97M-V def2-TZVPD def2/J DEFGRID3
* xyz 1 1
C -0.935 -4.561 -1.671
N 0.355 -3.960 -1.377
C 1.551 -4.658 -1.474
C 2.542 -3.795 -1.194
N 1.968 -2.563 -0.957
C 2.751 -1.374 -0.817
C 3.538 -1.215 0.314
F 3.424 -2.146 1.294
C 4.363 -0.108 0.448
F 5.096 0.062 1.571
C 4.385 0.841 -0.589
F 5.159 1.945 -0.440
C 3.604 0.681 -1.729
F 3.617 1.640 -2.688
C 2.787 -0.443 -1.838
F 2.029 -0.622 -2.940
C 0.614 -2.663 -1.028
C -0.411 -1.593 -0.811
O -1.551 -1.732 -1.381
C -0.127 -0.453 0.005
C -0.981 0.754 0.031
C -0.061 2.044 -0.006
C -0.390 3.037 -0.921
C 0.442 4.185 -0.996
C 1.595 4.280 -0.221
C 1.941 3.221 0.628
C 1.113 2.099 0.725
N -2.163 0.786 1.227
C -1.378 0.746 2.493
C -3.069 -0.486 1.231
C -4.537 -0.005 1.165
C -4.543 1.532 1.198
C -3.079 2.018 1.311
H -1.632 -3.767 -1.942
H -0.772 -5.255 -2.490
H -1.299 -5.128 -0.816
H 1.559 -5.697 -1.722
H 3.610 -3.946 -1.202
H 0.841 -0.494 0.541
H -1.736 0.762 -0.744
H -1.270 2.945 -1.554
H 0.136 4.998 -1.636
H 2.213 5.175 -0.266
H 2.824 3.297 1.256
H 1.396 1.304 1.418
H -0.848 1.700 2.659
H -2.152 0.666 3.252
H -0.722 -0.149 2.538
H -2.791 -1.210 0.451
H -2.939 -0.917 2.231
H -4.968 -0.373 0.225
H -5.144 -0.436 1.987
H -4.970 1.923 0.263
H -5.183 1.915 2.018
H -2.990 2.352 2.344
H -2.809 2.840 0.629
*
```


No. 7
Below is a 2-piece molecular cluster, C3H2Br3O2 overall, with properties calculated with ωB97M-V/def2-TZVPD.

E_HOMO: -0.1540 hartree
orbital gap: 7.47 eV
lowest unoccupied orbital energy: 3.3 eV
energy relative to the best compared isomer or geometry (same formula, charge and spin): 72.07 kcal per mole

Geometry as ORCA input:
```
! RIJCOSX wB97M-V def2-TZVPD def2/J DEFGRID3
* xyz -1 1
C 1.957 -0.472 0.905
C 1.299 -0.143 -0.322
C -1.804 0.322 -0.256
O 2.175 0.752 0.440
O 2.149 -1.243 1.794
Br -2.810 0.543 1.513
Br -2.446 1.920 -1.412
Br -2.569 -1.328 -1.227
H 0.236 0.084 -0.175
H 1.812 -0.436 -1.261
*
```


| no. | DFT total energy (eV) |
| --- | --- |
| 1 | -9370.1073 |
| 2 | -6448.6649 |
| 3 | -56802.6997 |
| 4 | -69164.8834 |
| 5 | -54003.9924 |
| 6 | -45357.5727 |
| 7 | -217364.6739 |